Record 1
Formula: CH5NOP2
Source: the OMol25 dataset
Level of theory: ωB97M-V/def2-TZVPD

Structure (XYZ):
```
10
Properties=species:S:1:pos:R:3:nbo_charge:R:1
C -1.23907 0.51905 0.09121 -1.002
N -0.37977 -1.09478 2.60271 -1.006
O 1.06947 -0.48249 0.26046 -1.098
P -0.27787 -0.53373 1.25780 1.763
P 1.23930 -0.37035 -1.41390 0.638
H -1.79397 1.15585 0.72124 0.255
H -0.81533 1.16213 -0.75607 0.262
H -1.85497 -0.22580 -0.34711 0.254
H 2.37775 -1.14782 -1.20234 -0.024
H 1.67446 1.01794 -1.21400 -0.041
```

For the electronic energy, the calculation gives -853.6976 a.u. Its SMILES is CP(#N)OP. The value obtained for the gap between HOMO and LUMO is 9.669 eV.

=====

Record 2
Formula: CH5NOP2
Source: the OMol25 dataset
Level of theory: ωB97M-V/def2-TZVPD

Structure (XYZ):
```
10
Properties=species:S:1:pos:R:3:nbo_charge:R:1
C -1.24437 0.62062 -0.33042 -0.178
N 1.91313 -0.88442 -0.77422 -1.315
O 0.08761 0.86327 -0.18565 -0.772
P 1.16560 -0.18201 0.39087 1.602
P -2.19310 -0.72593 -0.05498 0.270
H -1.68755 1.47395 -0.62814 0.182
H 2.90168 -0.96743 -0.90979 0.406
H 1.97944 0.62311 1.23229 -0.098
H 0.46908 -0.84429 1.45515 -0.076
H -3.39151 0.02314 -0.19512 -0.023
```

For the electronic energy, the calculation gives -853.7183 a.u. Its SMILES is [H]/P=C/O[PH2]=N. The value obtained for the gap between HOMO and LUMO is 9.411 eV.

=====

Record 3
Formula: CH5NOS
Source: the OMol25 dataset
Level of theory: ωB97M-V/def2-TZVPD

Structure (XYZ):
```
9
Properties=species:S:1:pos:R:3:nbo_charge:R:1
C -0.96178 -0.56169 -0.18150 -0.823
N 1.26376 1.10837 -0.66174 -1.138
O 1.47704 -1.04240 0.59606 -0.930
S 0.67496 0.14809 0.35043 1.830
H -1.55667 -0.74691 0.69211 0.233
H -1.41347 -0.13510 -1.08843 0.242
H -0.52344 -1.40967 -0.46112 0.239
H 0.64333 1.85558 -0.85318 0.364
H 0.39627 0.78372 1.60735 -0.018
```

For the electronic energy, the calculation gives -569.1736 a.u. Its SMILES is C[S@H](=N)=O. The value obtained for the gap between HOMO and LUMO is 10.304 eV.

=====

Record 4
Formula: CH5NOS
Source: the OMol25 dataset
Level of theory: ωB97M-V/def2-TZVPD

Structure (XYZ):
```
9
Properties=species:S:1:pos:R:3:nbo_charge:R:1
C 0.29671 0.42103 -1.65800 -0.903
N -0.24593 -0.45816 1.44422 -1.069
O -0.74239 1.98299 0.34415 -0.893
S 0.01476 0.78565 0.11448 1.650
H -0.71457 0.36009 -2.17108 0.206
H 0.78326 -0.51272 -1.77984 0.188
H 0.41495 -1.27715 1.43605 0.393
H -1.20123 -0.74543 1.60793 0.391
H 1.32450 1.06855 0.51349 0.036
```

For the electronic energy, the calculation gives -569.1205 a.u. Its SMILES is C=[S@H](N)=O. The value obtained for the gap between HOMO and LUMO is 8.854 eV.

=====

Record 5
Formula: CH5NOS2
Source: the OMol25 dataset
Level of theory: ωB97M-V/def2-TZVPD

Structure (XYZ):
```
10
Properties=species:S:1:pos:R:3:nbo_charge:R:1
S -1.04947 -2.84958 2.31465 -0.153
S 0.79399 -2.04118 2.72453 -0.144
H -1.51424 -2.40540 1.08786 0.146
H 1.63866 -2.77357 1.69483 0.152
C 0.22212 1.05317 -1.36587 0.519
N -0.17934 2.37985 -1.38687 -0.823
O -0.52859 0.07704 -1.51148 -0.595
H 1.32203 0.90351 -1.29528 0.120
H -1.10350 2.69945 -1.44708 0.397
H 0.39835 2.95671 -0.81528 0.382
```

For the electronic energy, the calculation gives -967.4477 a.u. Its SMILES is NC=O.SS. The value obtained for the gap between HOMO and LUMO is 9.486 eV.

=====

Record 6
Formula: CH5NS
Source: the OMol25 dataset
Level of theory: ωB97M-V/def2-TZVPD

Structure (XYZ):
```
8
Properties=species:S:1:pos:R:3:nbo_charge:R:1
C -1.34555 -0.23778 0.01185 -0.717
N 1.62274 0.55785 -0.01333 -0.914
S 0.38320 -0.82516 0.33012 0.241
H -1.13861 0.41944 -0.76758 0.223
H -1.82825 0.29484 0.84227 0.212
H -1.93273 -1.04354 -0.27037 0.224
H 2.26840 0.57931 0.73388 0.370
H 1.97080 0.25505 -0.86683 0.360
```

For the electronic energy, the calculation gives -493.9937 a.u. Its SMILES is CSN. The value obtained for the gap between HOMO and LUMO is 9.730 eV.

=====

Record 7
Formula: CH5NS
Source: the OMol25 dataset
Level of theory: ωB97M-V/def2-TZVPD

Structure (XYZ):
```
8
Properties=species:S:1:pos:R:3:nbo_charge:R:1
C -0.68443 -0.37353 -0.53513 -0.490
N -0.32250 0.96504 -0.39969 -0.338
S 1.72741 0.89597 1.69147 -0.267
H 0.10178 -1.14625 -0.54849 0.196
H -1.32306 -0.80855 0.17535 0.212
H -1.02833 -0.48458 -1.49577 0.243
H 0.51834 1.18545 -0.77110 0.337
H 1.01078 -0.23355 1.88336 0.108
```

For the electronic energy, the calculation gives -493.8642 a.u. The value obtained for the gap between HOMO and LUMO (spin up / spin down) is 6.417 / 6.420 eV.

=====

Record 8
Formula: CH5NS2
Source: the OMol25 dataset
Level of theory: ωB97M-V/def2-TZVPD

Structure (XYZ):
```
9
Properties=species:S:1:pos:R:3:nbo_charge:R:1
S 3.66950 1.33294 4.17379 -0.127
S 4.32776 0.03260 2.72234 -0.120
H 4.69302 2.20373 4.20417 0.124
H 3.80904 0.65423 1.65144 0.124
C -3.27949 -0.46803 -2.56552 -0.039
N -2.99908 -1.59188 -3.04396 -0.585
H -2.95189 0.45728 -3.03075 0.155
H -3.87022 -0.29332 -1.65233 0.138
H -3.39866 -2.32755 -2.45919 0.330
```

For the electronic energy, the calculation gives -892.1852 a.u. Its SMILES is C=N.SS. The value obtained for the gap between HOMO and LUMO is 10.115 eV.